Entry 1:
DFT (ωB97M-V/def2-TZVPD) results for C3H3N3O as an isolated structure.

Last column: natural (NBO) charge in e.
CARTESIAN COORDINATES (ANGSTROEM)
1 O 2.12673 -0.39120 0.17527  -0.64
2 C 0.94291 0.05265 0.06713  0.54
3 C 0.33853 1.33914 -0.04155  -0.08
4 N -0.96302 1.44135 -0.14385  -0.15
5 N -1.75986 0.35514 -0.14889  -0.29
6 C -1.20016 -0.83099 -0.04700  0.27
7 N 0.12134 -1.01157 0.06024  -0.58
8 H 1.32500 -1.51038 0.17274  0.50
9 H 0.91809 2.25586 -0.04320  0.22
10 H -1.84958 -1.70000 -0.05090  0.20

The value obtained for the frontier orbital gap is 0.364 Ha.

=====

Entry 2:
DFT (ωB97M-V/def2-TZVPD) results for a 2-piece molecular cluster, C3H3N3O overall at a distorted geometry.

Last column: natural (NBO) charge in e.
CARTESIAN COORDINATES (ANGSTROEM)
1 N 2.32103 -1.00695 0.90373  -0.61
2 C 1.26889 -0.58941 0.42930  0.48
3 C 0.18189 -0.24359 -0.25356  -0.53
4 C -1.13657 -0.09112 0.40466  0.33
5 O -1.00321 0.40467 1.50410  -0.53
6 H 3.03719 -0.31080 1.11673  0.39
7 H 0.10542 0.22674 -1.36562  0.25
8 H -2.00346 -0.74182 0.12544  0.16
9 N -1.03893 1.16395 -1.86475  0.02
10 N -1.73225 1.18831 -1.00004  0.04

The value obtained for the frontier orbital gap is 0.309 Ha. The SMILES is N=C=CC=O.N#N.